The following is a DFT calculation (wB97M-V/def2-TZVPD) of a molecular structure, C31H56CrF6NO23 at a distorted geometry.

```
118
Properties=species:S:1:pos:R:3:lowdin_charge:R:1
Cr 3.6559 0.4909 -0.6914 1.05
C -0.4384 -0.5996 0.5396 -0.04
C 0.0435 0.0668 -0.7907 -0.50
C -0.7597 1.3963 -0.9894 -0.04
O 1.4657 0.2904 -0.8088 -0.35
H -0.1846 -0.1313 1.4906 0.05
H 0.0666 -1.5541 0.6876 0.04
H -1.5200 -0.7349 0.5428 0.08
H -0.2364 -0.6210 -1.5886 0.10
H -0.6505 1.8983 -0.0281 0.05
H -1.8359 1.3348 -1.1514 0.07
H -0.3330 1.9972 -1.7924 0.06
C -1.4233 -5.6228 -0.8433 -0.03
C -1.8085 -4.1614 -0.9238 -0.24
O -1.4573 -3.6523 -2.1503 0.05
C -2.2164 -2.7808 -2.7750 -0.35
O -3.3071 -2.3306 -2.3870 0.14
C -1.7194 -2.3803 -4.1469 -0.53
F -1.2762 -1.1176 -4.1667 0.16
F -0.7151 -3.1879 -4.5731 0.15
F -2.7344 -2.5152 -5.0060 0.18
H -1.7704 -6.1360 0.0535 0.07
H -0.3386 -5.6396 -0.7369 0.06
H -1.8059 -6.1161 -1.7367 0.10
H -1.3428 -3.6184 -0.1013 0.12
H -2.8882 -4.1120 -0.7832 0.13
C 1.8257 7.1854 2.1381 -0.06
C 0.9508 6.5093 3.1397 -0.23
O 0.1003 5.5267 2.5514 -0.03
C -1.1342 5.8055 2.0066 -0.25
O -1.5534 6.9730 1.8662 0.13
C -2.0063 4.5043 1.6835 -0.58
F -1.8932 4.1592 0.4062 0.17
F -1.5848 3.4774 2.3268 0.19
F -3.2994 4.6161 2.0299 0.17
H 2.5201 7.8920 2.5927 0.09
H 1.2948 7.6642 1.3152 0.09
H 2.4434 6.4026 1.6977 0.07
H 0.4014 7.2279 3.7479 0.13
H 1.5477 5.9992 3.8957 0.12
C 6.7351 -2.6484 -1.0161 -0.02
O 5.5569 -3.4173 -0.8991 0.04
C 4.3986 -2.8055 -0.6925 -0.43
O 4.1482 -1.5807 -0.8293 0.00
O 3.4422 -3.7838 -0.4426 0.02
C 2.0338 -3.5272 -0.3600 -0.01
H 7.6137 -3.2933 -1.0332 0.11
H 6.9301 -1.9793 -0.1781 0.10
H 6.5964 -2.0578 -1.9217 0.09
H 1.7324 -3.0601 0.5775 0.08
H 1.4077 -4.4149 -0.4497 0.08
H 1.7152 -2.8283 -1.1334 0.10
C -0.7834 0.5382 4.6221 -0.03
O -0.0344 -0.4652 4.0008 0.01
C -0.3827 -1.7042 4.1382 -0.61
O -1.1808 -2.1962 4.9700 0.11
O 0.2760 -2.3917 3.2668 0.02
C 0.0845 -3.7411 3.0554 -0.03
H -0.8425 0.3697 5.6974 0.11
H -1.8295 0.4727 4.3232 0.08
H -0.4503 1.5668 4.4834 0.09
H 0.3429 -4.0910 2.0559 0.08
H -0.9807 -3.9720 3.0506 0.09
H 0.6159 -4.3383 3.7963 0.12
C 1.5730 1.2872 -4.3327 -0.01
O 2.8789 1.1279 -4.8621 0.05
C 3.8772 0.7345 -4.0464 -0.47
O 3.8355 0.6069 -2.8377 0.02
O 5.0331 0.6243 -4.7457 0.02
C 6.2956 0.3917 -4.1852 -0.03
H 1.2537 2.2477 -4.7372 0.08
H 1.5609 1.4481 -3.2547 0.08
H 0.8369 0.6182 -4.7785 0.11
H 6.7445 1.3848 -4.1679 0.11
H 6.8642 -0.2862 -4.8219 0.11
H 6.2870 0.0875 -3.1386 0.08
C 1.5645 2.4885 2.3782 -0.02
O 2.5119 1.7941 3.1852 0.03
C 3.4158 0.9731 2.6224 -0.41
O 3.3339 0.5608 1.4368 -0.01
O 4.4667 0.8117 3.5220 0.01
C 5.6636 0.1077 3.2166 -0.04
H 0.8156 1.7862 2.0121 0.08
H 2.0044 3.0194 1.5339 0.11
H 1.0623 3.3032 2.8999 0.08
H 6.0976 -0.2501 4.1502 0.10
H 6.3809 0.7838 2.7511 0.10
H 5.5496 -0.8147 2.6471 0.09
C -5.0055 1.7462 0.4544 -0.05
O -4.9259 2.6440 -0.6549 -0.03
C -4.6193 2.2576 -1.9607 -0.43
O -4.3980 3.1167 -2.8551 0.08
O -4.6428 0.8525 -2.1388 -0.06
C -4.8971 0.4057 -3.4350 -0.08
H -4.7893 2.2613 1.3904 0.09
H -4.3794 0.8712 0.2795 0.08
H -6.0302 1.3771 0.4987 0.10
H -5.1058 -0.6641 -3.4370 0.09
H -4.0861 0.7160 -4.0938 0.10
H -5.8302 0.8214 -3.8153 0.10
C -3.8565 -1.1161 2.9173 -0.02
O -3.9329 -2.3983 2.3511 0.03
C -3.6810 -3.4321 3.0523 -0.59
O -3.5396 -3.4891 4.2764 0.10
O -3.5493 -4.5182 2.2066 -0.05
C -3.3778 -5.8589 2.7039 -0.04
H -3.2025 -1.0674 3.7879 0.07
H -4.8665 -0.9744 3.3017 0.11
H -3.5904 -0.3340 2.2062 0.08
H -2.5431 -6.3587 2.2125 0.07
H -4.2838 -6.3961 2.4235 0.10
H -3.1160 -5.9022 3.7611 0.10
C -1.2397 3.6644 -5.1855 -0.08
C -2.0182 3.3450 -6.3592 -0.27
N -2.6400 3.1175 -7.3344 0.13
H -0.8763 2.8567 -4.5502 0.05
H -1.7085 4.3387 -4.4689 0.09
H -0.4037 4.2252 -5.6036 0.08
```

Its spin multiplicity is 5. For the largest force on an atom, the calculation gives 0.1105 Eh/bohr. Its charge is +1. As for the molar mass: 976.76 g mol⁻¹. The HOMO energy (alpha / beta) comes out at -0.399 / -0.399 Eh. The HOMO-LUMO gap (alpha / beta) comes out at 6.86 / 7.05 eV.